A molecular structure, C25H18ClF3FeN5OS2, computed with ωB97M-V/def2-TZVPD.

Energy (eV): -112447.6082
2S+1: 2
Molecular weight (g/mol): 616.9
Kohn-Sham gap (alpha / beta) (eV): 7.08 / 7.04
Charge: 0
ΔE to the lowest compared entry with this formula, charge and spin (kJ/mol): 48.22

Last column: Mulliken charge in e.
Geometry (Å):
Fe 0.526 1.359 0.090  0.0722
Cl -4.104 -0.296 -6.036  -0.2240
C -2.774 -0.106 -4.934  0.1619
C -1.475 -0.100 -5.418  -0.6015
C -0.424 0.047 -4.531  -0.4546
C -0.662 0.183 -3.172  -0.2349
O 0.391 0.245 -2.317  -0.2858
C -1.967 0.184 -2.678  1.2229
C -2.355 0.322 -1.272  0.0867
N -1.617 0.419 -0.239  0.9461
C -2.243 0.448 1.045  0.2077
C -3.583 0.266 1.277  -0.5989
C -4.121 0.236 2.579  -0.9514
C -3.311 0.353 3.668  -0.8517
C -1.919 0.518 3.484  1.0143
C -1.024 0.600 4.576  -0.6158
C 0.312 0.734 4.351  -1.0796
C 0.757 0.829 3.019  0.0343
N -0.050 0.772 1.992  0.7795
C -1.386 0.590 2.182  -0.3364
C -3.021 0.038 -3.585  -1.4942
H -1.294 -0.206 -6.479  0.4345
H 0.602 0.059 -4.874  0.4937
H -3.441 0.329 -1.165  -0.0321
H -4.276 0.130 0.460  0.3540
H -5.187 0.104 2.702  0.4065
H -3.712 0.313 4.673  0.4173
H -1.419 0.549 5.583  0.4268
H 1.024 0.795 5.161  0.4296
H 1.805 0.991 2.797  0.3522
H -4.042 0.039 -3.226  0.4658
C 6.083 2.036 0.684  -0.7949
S 4.759 3.251 0.549  -0.0314
C 3.348 2.228 0.456  0.3210
S 1.843 3.028 0.683  -0.4776
N 3.503 0.969 0.228  -1.3507
N 2.307 0.249 0.174  0.7521
C 2.547 -1.008 0.218  -0.7112
C 1.523 -2.050 0.181  0.9178
C 1.892 -3.391 0.235  -1.0445
C 0.898 -4.352 0.174  -0.3330
C -0.419 -3.939 0.056  -0.8569
C -0.683 -2.574 0.013  -0.1512
N 0.260 -1.647 0.080  0.2973
H 7.001 2.609 0.803  0.3393
H 6.142 1.423 -0.211  0.2566
H 5.927 1.405 1.555  0.2615
H 3.589 -1.308 0.283  0.3118
H 2.936 -3.664 0.316  0.4446
H 1.146 -5.405 0.212  0.4228
H -1.228 -4.653 -0.002  0.4192
H -1.703 -2.217 -0.080  0.3786
F 0.131 2.479 -2.440  -0.3667
C 0.827 1.500 -1.813  1.4889
F -0.749 2.661 0.190  -0.7599
F 2.111 1.626 -2.259  -0.2788